{"formula": "C19H27N4O", "method": "ωB97M-V/def2-TZVPD", "elements": ["C", "N", "C", "C", "N", "C", "C", "C", "C", "C", "C", "C", "C", "C", "C", "C", "O", "H", "H", "H", "H", "H", "H", "H", "H", "H", "H", "H", "H", "H", "H", "H", "N", "C", "C", "C", "C", "C", "N", "H", "H", "H", "H", "H", "H", "H", "H", "H", "H", "H", "H"], "positions_angstrom": [[-4.4951, 0.4300, 0.3359], [-4.2733, -0.7892, 1.0891], [-4.9354, -1.9762, 0.7988], [-4.5187, -2.8988, 1.6808], [-3.5961, -2.2710, 2.5162], [-2.8785, -2.9606, 3.5735], [-3.4379, -0.9782, 2.1426], [-2.5240, 0.0200, 2.7907], [-1.6589, 0.7976, 1.9284], [-0.8611, 1.9263, 2.4262], [-1.2366, 3.2426, 1.6802], [-1.5882, 4.3256, 2.4780], [-2.0956, 5.4910, 1.8927], [-2.2145, 5.5609, 0.4947], [-1.7332, 4.5203, -0.3268], [-1.2701, 3.3460, 0.2807], [-2.5601, 0.1107, 4.0530], [-4.1035, 1.2877, 0.8907], [-4.0196, 0.3717, -0.6579], [-5.5739, 0.5803, 0.1698], [-5.6463, -2.0780, -0.0010], [-4.7862, -3.9381, 1.7964], [-2.3089, -2.2241, 4.1529], [-3.6009, -3.4717, 4.2320], [-2.2030, -3.7198, 3.1377], [-2.0785, 0.8345, 0.8973], [-0.6707, 1.8987, 3.4860], [-1.5252, 4.2132, 3.5637], [-2.4340, 6.3245, 2.5341], [-2.5953, 6.4800, 0.0381], [-1.7801, 4.5940, -1.4254], [-0.9374, 2.5161, -0.3551], [0.2814, -0.5354, 3.6406], [1.6501, -0.0513, 3.5386], [1.8352, 0.8330, 2.3093], [3.2096, 1.5024, 2.2328], [2.9709, 2.8110, 1.5246], [1.4759, 3.1165, 1.5371], [0.7573, 1.8989, 1.9885], [0.1302, -1.4153, 3.1264], [-0.0869, -0.6392, 4.5929], [1.9610, 0.4584, 4.4604], [2.3643, -0.8918, 3.3921], [1.6061, 0.1667, 1.4447], [3.5674, 1.6514, 3.2439], [3.8430, 0.7829, 1.7150], [3.5308, 3.6169, 2.0124], [3.2234, 2.6915, 0.4682], [1.2210, 4.0207, 2.0813], [1.0358, 3.2028, 0.5638], [0.5257, 1.5177, 0.9754]], "atomic_forces_ev_per_a": [[-0.33, 0.68, -0.50], [0.18, -0.53, 0.34], [0.17, 0.26, 0.08], [0.52, 0.29, 0.50], [-0.21, 0.48, -0.48], [0.38, -0.43, 0.50], [-0.83, -0.86, -0.78], [2.08, 2.21, 1.00], [-2.21, -1.38, -0.14], [0.76, 0.77, -1.37], [-0.32, -0.50, 1.32], [-0.41, 0.16, -0.19], [-0.19, -0.02, -0.24], [0.58, 0.23, 0.05], [-0.35, -0.14, 0.55], [-0.32, 0.19, -0.05], [-0.22, -0.83, -1.44], [-0.09, -0.26, -0.15], [-0.02, 0.00, 0.49], [0.39, -0.18, 0.21], [0.00, 0.20, -0.03], [0.07, 0.16, 0.04], [-0.27, -0.23, -0.17], [0.32, 0.31, -0.26], [-0.31, 0.41, 0.16], [0.96, 0.14, 0.64], [-1.06, 0.59, 0.43], [-0.05, 0.17, -0.35], [0.26, -0.53, -0.53], [0.07, -0.42, 0.15], [0.06, 0.02, 0.71], [-0.19, 0.22, 0.22], [-0.04, -0.71, 0.38], [-0.05, -0.39, 0.19], [-0.99, -1.29, -0.30], [-1.20, -0.90, 0.20], [0.13, 0.37, -0.74], [-0.08, 0.75, 0.41], [-0.35, -2.80, -3.79], [0.16, 0.74, 0.44], [0.42, 0.13, -0.65], [-0.22, 0.02, -0.20], [-0.09, 0.52, 0.16], [1.00, 0.01, 0.65], [0.23, -0.01, 0.19], [0.39, 0.42, 0.03], [-0.03, -0.12, -0.54], [0.52, 0.36, 0.19], [-0.11, -0.17, 0.37], [0.66, 1.11, -0.57], [0.26, 0.76, 2.86]], "mulliken_charge": [-1.03, 0.21, -0.48, -0.52, 0.16, -0.89, 0.55, 0.02, -0.75, 0.01, 0.08, 0.01, -0.69, -0.43, -0.99, -0.26, -0.74, 0.46, 0.33, 0.38, 0.45, 0.47, 0.31, 0.34, 0.33, 0.20, 0.91, 0.41, 0.40, 0.38, 0.40, 0.42, -0.27, -1.36, 0.31, -0.72, -0.70, -0.50, -0.20, 0.18, 0.21, 0.49, 0.32, 0.25, 0.38, 0.35, 0.35, 0.26, 0.49, 0.30, 0.42], "largest_force_ev_per_a": 4.72, "total_charge": 1, "lumo_energy_ev": -2.24, "gap_ev": 7.8, "smiles": "Cn1cc[n+](C)c1/C([O-])=C/[C@H](c1ccccc1)[N@H+]1CCC[C@H]1CN", "e_homo_ha": -0.371}